Formula: C10H16O
Source: the Open Molecules 2025 dataset
Level of theory: the ωB97M-V functional and the def2-TZVPD basis

Last column: natural (NBO) charge in e.
Geometry (Å):
C 0.182178 -1.656613 2.925606  -0.6376
C 0.023794 -1.635281 1.409901  -0.0478
C -1.261082 -1.577594 0.839098  -0.1844
C -1.509548 -1.292241 -0.468140  -0.2680
C -0.396206 -1.315466 -1.368234  0.3046
O -0.580173 -0.870408 -2.663328  -0.6727
C 0.850451 -1.571184 -0.827657  -0.2902
C 1.098035 -1.670890 0.564483  -0.1944
H 0.834593 -2.410329 3.336945  0.2228
H -0.686814 -2.099030 3.396472  0.2155
H 0.324349 -0.653235 3.299527  0.2223
H -2.089266 -1.650107 1.535851  0.2079
H -2.385389 -0.715146 -0.781291  0.2286
H 0.308076 -0.843422 -3.110447  0.4796
H 1.612776 -1.638676 -1.622693  0.1955
H 2.120909 -1.854698 0.818120  0.2187
C 0.975497 4.042771 0.710020  -0.6165
C 0.349699 2.748090 0.147792  -0.4042
C -0.043702 2.811072 -1.310951  -0.6233
H 0.236318 4.724089 1.055720  0.2094
H 1.510161 4.552845 -0.081923  0.1978
H 1.697146 3.611882 1.396209  0.2153
H 0.917789 1.853058 0.389504  0.1966
H -0.498301 2.378703 0.746755  0.1964
H -0.479151 1.886062 -1.646263  0.2199
H -1.013717 3.359004 -1.376479  0.2039
H 0.803024 3.226820 -1.898843  0.2043

Forces on atoms 1 to 2 (eV/Å):
C -1.0 -0.9 -0.5
C -0.2 -0.9 0.9

Values from the calculation:
* Kohn-Sham gap: 9.315 eV
* ΔE to the lowest compared entry with this formula, charge and spin: 48.9 kcal per mole
* spin multiplicity: 1
* E_LUMO: 0.833 eV
* M: 152.24 g/mol
* SMILES: Cc1ccc(O)cc1.CCC
* largest force on an atom: 2.600 eV/Å
* net charge: 0